{"formula": "C25H54AgN3O13PbS", "method": "ωB97M-V/def2-TZVPD", "elements": ["Pb", "Ag", "S", "O", "O", "O", "O", "O", "O", "O", "O", "O", "O", "O", "O", "O", "N", "N", "N", "C", "C", "C", "C", "C", "C", "C", "C", "C", "C", "C", "C", "C", "C", "C", "C", "C", "C", "C", "C", "C", "C", "C", "C", "C", "H", "H", "H", "H", "H", "H", "H", "H", "H", "H", "H", "H", "H", "H", "H", "H", "H", "H", "H", "H", "H", "H", "H", "H", "H", "H", "H", "H", "H", "H", "H", "H", "H", "H", "H", "H", "H", "H", "H", "H", "H", "H", "H", "H", "H", "H", "H", "H", "H", "H", "H", "H", "H", "H"], "xyz": [[1.754333, 1.315539, -0.623424], [-1.425577, 3.318179, -0.232814], [-0.743537, -0.075231, 0.149746], [4.222053, 1.167919, -1.476224], [1.841003, 1.709179, 5.311646], [0.372093, 0.164249, 1.034556], [-2.197577, -5.577261, -4.079154], [-6.799877, -1.496311, 2.468836], [-1.518437, 1.113109, 0.059006], [-0.061607, -0.205821, -1.103724], [-2.675187, -4.307361, -2.296914], [-1.305257, -3.535301, -3.785714], [3.680363, -2.481091, 1.500156], [1.615003, -3.501101, 1.595806], [2.035503, -1.888901, 3.072306], [-1.513987, -1.221981, 0.571876], [4.023603, 1.593819, -2.806564], [-1.238597, 1.183899, 3.202136], [-3.921007, -1.518871, 1.979706], [2.153683, 3.085049, 5.270116], [-2.760417, -1.645861, -3.923084], [2.541393, -2.626181, 1.986456], [-0.336957, 2.029189, 4.075166], [1.053233, 1.242479, 4.216666], [2.747843, -0.537411, -3.421714], [-5.116207, 0.029939, 0.406526], [-1.729977, -2.421141, -3.148564], [-1.985997, -4.563091, -3.389714], [3.320873, 1.187319, -5.174094], [4.226433, 3.458289, -4.544444], [3.872153, 0.567559, -3.806164], [-8.148517, -1.502751, 2.846406], [-0.322847, -4.512001, 2.682766], [4.144563, 2.445609, -5.686924], [0.768383, -2.346931, 3.368246], [-2.239207, -3.069081, -1.775844], [6.095073, 2.970549, -2.884044], [-1.190477, 2.204039, 5.342116], [5.186403, -0.261981, -4.110684], [3.961643, 4.058549, -2.274274], [-6.145347, -0.300671, 2.748426], [0.387503, -3.228921, 2.153846], [4.597143, 2.932199, -3.130714], [-4.818527, -0.197471, 1.935106], [2.639523, 3.444389, 4.362966], [-0.161257, -2.533951, 1.518256], [-4.097127, 0.551109, 2.262716], [5.630103, -0.778401, -3.259484], [3.736113, 2.992129, -6.536974], [-1.480997, -3.308521, -1.030264], [5.173473, 2.173129, -5.921884], [2.280823, 1.509449, -5.122844], [-1.607757, 0.371579, 3.675366], [2.921503, 3.810129, -2.063354], [4.515523, 4.104239, -1.336594], [5.066683, -1.035951, -4.868784], [1.252563, 3.675589, 5.435506], [-6.136937, -0.164191, 3.829816], [0.318343, -5.294061, 3.089416], [2.564083, -1.161761, -4.296084], [-5.781607, -0.741781, 0.019476], [-1.059607, -4.292881, 3.455596], [4.002273, 5.030529, -2.765904], [3.365763, 4.126209, -4.579514], [0.835963, 0.195209, 4.426736], [-5.590747, 1.007859, 0.325486], [-0.752367, 2.851879, 6.101366], [4.985963, 4.099819, -4.991274], [3.437653, 0.441479, -5.960334], [-0.592437, 0.863999, 2.494856], [-3.662097, -2.244191, -4.053784], [6.630143, 2.437099, -3.669674], [-3.427027, -1.650441, 2.850786], [-6.849927, 0.474839, 2.448006], [-1.412967, 1.258219, 5.836096], [-0.017547, -1.592651, 3.406476], [-0.760427, -5.057531, 1.846696], [-3.135777, -2.559271, -1.423204], [-0.264447, 3.005459, 3.595856], [-4.189957, 0.079459, -0.165924], [0.773283, -2.941751, 4.281626], [-3.083647, -1.347521, 1.441586], [6.408993, 4.004789, -3.025134], [1.632773, 1.185099, 3.295286], [-4.520357, -2.324051, 1.867646], [2.976233, -1.215651, -2.599564], [-0.750247, -1.956151, -3.038934], [6.392353, 2.464939, -1.965304], [-1.930667, 1.647569, 2.631046], [-8.218697, -1.030891, 3.826466], [-2.416467, -1.463551, -4.941204], [-8.646667, -2.472251, 2.848406], [-8.737077, -0.929841, 2.129826], [1.817223, -0.090591, -3.071864], [-3.148737, -0.729651, -3.478274], [-2.090667, 2.688239, 4.963556], [5.972803, 0.364399, -4.531774], [2.788983, 3.304729, 6.128156]], "atomic_forces_ev_per_a": [[1.7, -0.5, -0.7], [-0.2, -0.1, -0.2], [0.3, -2.9, 0.0], [-2.2, 1.2, -3.3], [-0.9, -0.7, -1.3], [2.5, 1.0, 3.7], [0.5, -1.3, -0.6], [1.8, -1.6, -1.0], [-3.4, 4.2, 0.5], [1.3, -1.0, -4.2], [0.0, -2.9, -1.2], [1.0, -4.7, -3.2], [-4.8, -0.3, 1.9], [1.5, -0.5, -1.4], [1.5, 0.3, -1.4], [-0.7, 0.2, -0.1], [1.1, -0.6, 3.2], [1.3, 0.1, -1.1], [-1.1, 1.9, 1.7], [-0.2, 0.7, 0.7], [-0.7, -0.4, -0.7], [3.9, 1.1, -0.6], [0.2, -0.4, 1.6], [-0.4, 0.8, 1.4], [1.2, 0.9, 0.6], [0.3, 0.1, 1.3], [0.2, 3.0, 3.7], [-1.9, 2.8, 1.7], [1.6, 1.3, -0.6], [0.4, -0.6, -1.8], [-1.5, -2.6, -2.1], [-1.3, 0.8, 0.3], [0.0, 0.1, -1.5], [-0.3, -1.0, 1.9], [-1.1, -1.5, -0.1], [0.4, 1.7, -1.2], [0.6, -0.9, -1.0], [0.6, 0.4, -0.2], [0.5, 0.7, 0.1], [0.5, -1.0, 1.3], [-0.7, 0.1, 0.1], [-1.1, -0.3, 2.9], [-0.8, 2.2, -0.6], [-0.2, -1.0, -1.3], [0.2, -0.4, -0.2], [-0.3, -1.0, -0.4], [-0.5, 0.2, 0.4], [-0.3, 0.3, 0.4], [-0.2, -0.6, -0.1], [-0.1, 0.6, 0.0], [-0.1, -0.3, -0.3], [-0.2, -0.3, 0.3], [-0.2, -0.1, 0.4], [-0.4, 0.2, 0.0], [-0.2, 0.2, 0.2], [-0.8, 0.1, 0.0], [-0.2, 0.2, -0.1], [1.0, 0.0, 0.3], [0.7, 0.6, 0.2], [-0.1, 0.3, 0.0], [0.0, 0.1, 0.0], [-0.2, 0.2, -0.2], [0.1, -0.3, 0.0], [-0.4, -0.4, 0.5], [-0.2, 0.0, 0.3], [-0.2, -0.1, -0.1], [0.1, 0.0, -0.2], [0.5, 0.4, 1.1], [-0.3, -0.3, 0.3], [0.6, -1.0, -0.8], [-0.1, -0.3, 0.0], [-0.1, -0.1, -0.2], [-0.7, -0.1, 1.2], [0.5, 0.8, -0.5], [0.0, -0.1, -0.1], [0.3, 0.6, 0.4], [-0.6, 0.2, 0.0], [0.3, -0.1, 0.3], [0.3, -0.1, -0.2], [0.1, -0.2, 0.0], [0.1, 0.2, 0.2], [0.1, -0.6, -2.0], [0.1, 0.0, 0.6], [0.0, 0.6, -0.4], [-0.1, -0.6, -0.7], [0.8, 0.0, 0.0], [-0.4, 1.0, 0.5], [-0.1, 0.6, 0.2], [-0.7, 0.4, 0.5], [-0.4, -0.2, 0.2], [0.2, 0.3, 0.1], [0.9, -0.3, 0.1], [0.0, 0.4, 0.0], [-0.5, 0.5, -0.5], [0.6, 0.1, 0.2], [-0.3, 0.0, 0.5], [-0.1, 0.3, 0.1], [0.1, -0.2, -0.2]], "homo_lumo_gap_ev": [5.65, 3.75], "s_squared": 2.012, "max_force_ev_per_a": 5.758, "multiplicity": 3, "total_charge": 4, "lumo_ev": [-12.9, -15.0]}